1.
Formula: C25H32N6O6
Source: the OMol25 dataset
Level of theory: wB97M-V/def2-TZVPD

SMILES string = COc1ccc([C@H](C(=O)NC2CCCC2)N(CCO)C(=O)Cn2nnc(-c3ccc(C)o3)n2)cc1OC
highest occupied orbital energy = -0.298 hartree
relative energy (zero: lowest compared OMol25 entry of this formula, charge and spin) = 21.2 kcal per mole

CARTESIAN COORDINATES (ANGSTROEM)
C 8.10571 -0.63800 -1.80702
H 7.94884 0.08998 -2.61012
O 7.36915 -0.30786 -0.65680
C 6.01390 -0.25248 -0.74953
C 5.27860 -0.50393 -1.89533
C 3.89336 -0.42680 -1.87979
C 3.21777 -0.08940 -0.71899
C 3.95089 0.17606 0.43617
C 5.33156 0.09201 0.44019
O 6.11031 0.31126 1.52873
C 5.47270 0.58306 2.75692
H 4.79060 -0.22295 3.04433
H 6.27477 0.66101 3.48886
H 4.92116 1.52779 2.72194
H 3.42979 0.45663 1.33333
C 1.71315 -0.04893 -0.75539
N 1.08823 -1.36994 -0.51121
C -0.11267 -1.53890 -1.08900
O -0.60303 -0.70984 -1.84000
C -0.94797 -2.78653 -0.74807
N -2.08136 -2.29943 -0.02074
N -2.02873 -1.96974 1.24741
N -3.16292 -1.45684 1.55767
C -3.91351 -1.47457 0.43112
N -3.23325 -2.01218 -0.57916
C -5.24067 -0.94802 0.37254
C -5.97128 -0.31939 1.34950
C -7.20074 0.02220 0.75112
C -7.13806 -0.41794 -0.54321
O -5.95089 -1.00551 -0.77618
C -8.12320 -0.34920 -1.65320
H -8.40940 -1.35209 -1.96813
H -9.00813 0.18853 -1.32718
H -7.68883 0.15857 -2.51322
H -8.02359 0.52684 1.21455
H -5.65124 -0.13593 2.35368
H -1.31756 -3.21948 -1.67990
H -0.43019 -3.52374 -0.13984
C 1.74200 -2.32640 0.35986
H 1.61542 -3.32902 -0.05394
H 2.81038 -2.09935 0.34977
C 1.26773 -2.29095 1.83323
O 1.99792 -1.39211 2.61435
H 1.75773 -0.48356 2.34956
H 0.19177 -2.07617 1.87801
H 1.44706 -3.27692 2.27257
H 1.41324 0.22792 -1.77329
C 1.01369 0.91074 0.22747
O 1.31483 1.00095 1.40772
N 0.00089 1.58668 -0.32468
H -0.28993 1.34334 -1.26307
C -0.95471 2.35022 0.45208
H -0.52328 2.44533 1.45098
C -1.21984 3.73121 -0.17953
C -2.63246 3.64847 -0.75812
H -3.10190 4.62683 -0.84673
C -3.35391 2.73145 0.22482
H -4.28537 2.33028 -0.17155
H -3.57452 3.27228 1.14603
C -2.32294 1.63838 0.49019
H -2.49192 1.11632 1.43034
H -2.35905 0.90523 -0.31905
H -2.61118 3.18486 -1.74556
H -0.47044 3.96927 -0.93320
H -1.17986 4.49970 0.59213
H 3.34400 -0.63625 -2.78567
H 5.77368 -0.76640 -2.81633
H 7.85702 -1.64022 -2.17244
H 9.15066 -0.61645 -1.50203

Force components x, y, z for each atom (eV/Å):
C 0.11 -0.06 -0.21
H -0.01 -0.04 0.03
O -0.36 0.10 0.26
C 0.07 0.03 0.18
C 0.29 -0.04 0.03
C -0.24 0.06 0.22
C 0.05 0.12 -0.18
C 0.27 0.10 0.14
C 0.11 -0.06 -0.09
O 0.11 -0.08 -0.41
C -0.12 0.04 0.23
H 0.01 0.03 -0.03
H -0.08 0.01 -0.02
H 0.00 -0.03 -0.01
H 0.02 -0.01 0.06
C -0.14 0.16 -0.13
N 0.27 0.21 -0.15
C 0.01 -0.29 -0.18
O -0.32 -0.04 -0.22
C 0.57 0.14 -0.32
N -0.81 0.03 0.39
N 0.78 -0.24 0.25
N -0.62 0.26 0.28
C 0.96 -0.56 -0.52
N -0.69 0.21 -0.33
C -0.71 0.61 1.00
C 0.69 -0.48 -0.54
C -0.13 -0.16 -0.69
C -0.70 0.51 0.60
O 0.25 -0.20 -0.31
C 0.35 -0.18 -0.01
H -0.08 -0.03 -0.05
H -0.03 0.02 0.02
H -0.05 0.05 -0.08
H -0.22 0.10 0.02
H 0.13 0.01 0.22
H 0.09 0.04 0.19
H -0.11 0.02 -0.07
C -0.06 -0.41 0.67
H 0.06 0.04 0.00
H -0.15 -0.19 -0.02
C -0.02 -0.26 -0.38
O 0.26 0.50 0.27
H -0.02 -0.17 0.03
H 0.22 -0.13 -0.01
H -0.09 -0.01 -0.09
H 0.09 -0.04 0.27
C 0.06 0.00 -0.84
O 0.10 -0.01 0.62
N -0.07 0.18 -0.10
H 0.21 -0.19 0.11
C 0.08 0.09 0.24
H -0.08 0.00 -0.17
C -0.05 0.04 -0.08
C -0.05 0.13 0.17
H -0.02 0.03 -0.11
C 0.00 -0.08 -0.13
H -0.10 0.00 0.06
H -0.07 0.06 0.06
C -0.09 0.07 0.15
H 0.04 -0.09 -0.03
H 0.00 -0.09 0.00
H -0.03 -0.01 -0.10
H 0.08 0.07 0.06
H 0.02 0.06 0.01
H -0.08 -0.01 -0.11
H 0.11 -0.02 -0.06
H 0.00 0.05 0.01
H -0.06 -0.01 -0.07

***

2.
Formula: C25H33ClIrN6O5
Source: the OMol25 dataset
Level of theory: wB97M-V/def2-TZVPD

<S²> = 0.7552
net charge = +2
multiplicity = 2
highest occupied orbital energy (spin up / spin down) = -0.522 / -0.521 hartree
relative energy (zero: lowest compared OMol25 entry of this formula, charge and spin) = 19.4 kcal per mole

CARTESIAN COORDINATES (ANGSTROEM)
Ir -0.61792 -0.13906 -0.34607
O -0.81148 1.08758 1.31805
N -2.03568 1.29622 1.67656
N -2.90484 0.67324 1.04168
O -2.55902 -0.18769 0.05275
C -4.32386 0.81199 1.32215
C -4.71422 1.59943 2.39416
C -6.07097 1.72442 2.63840
C -6.99849 1.07702 1.83160
C -6.57372 0.29789 0.76725
C -5.21897 0.15642 0.49786
H -3.98849 2.10110 3.01674
H -6.40213 2.33455 3.46738
H -8.05534 1.18518 2.03351
H -7.29465 -0.20184 0.13510
H -4.88191 -0.44056 -0.33446
N -0.79227 -1.89245 1.07495
C -0.80782 -3.28550 0.56841
C -1.66439 -3.41398 -0.68605
C -1.00083 -2.80151 -1.91001
N -1.11958 -1.30792 -1.96116
H -0.03155 -1.76521 1.73845
H -1.65427 -1.69624 1.57484
H -1.13854 -3.96476 1.35335
H 0.22590 -3.54483 0.33128
H -2.64392 -2.95342 -0.51987
H -1.85477 -4.46681 -0.89086
H -1.42803 -3.17287 -2.84111
H 0.06688 -3.02631 -1.92069
H -2.10129 -1.06022 -2.10343
H -0.62914 -0.98657 -2.79491
C 2.06946 2.00672 0.94512
C 2.06113 0.69187 1.66736
O 1.22022 -0.17202 1.37150
C 3.03631 0.42169 2.72680
C 4.10159 1.30122 2.94161
C 5.03097 1.03595 3.93255
C 4.88920 -0.09751 4.72120
C 3.82531 -0.97212 4.52308
C 2.90404 -0.71718 3.52686
H 1.19557 2.09749 0.30968
H 2.97693 2.09174 0.34093
H 2.07998 2.83036 1.65843
H 4.21444 2.19024 2.33617
H 5.85842 1.71253 4.09512
H 5.61008 -0.29985 5.50261
H 3.71995 -1.84574 5.15171
H 2.06964 -1.38857 3.37664
O 1.58740 3.58224 -2.93186
C 2.95993 3.36651 -3.21888
N 3.20662 2.52648 -4.35878
C 3.13407 1.16657 -4.38212
O 3.32514 0.49640 -5.36872
C 2.82307 0.43576 -3.09062
C 3.69088 -0.55614 -2.66420
C 3.31844 -1.32743 -1.57537
C 2.10048 -1.09758 -0.97566
N 1.24247 -0.12689 -1.37980
C 1.61919 0.61696 -2.43466
H 1.23025 4.24922 -3.52991
H 3.37059 2.89072 -2.33036
H 3.48407 4.30839 -3.36967
H 3.34433 2.94380 -5.26913
H 4.61841 -0.73315 -3.19374
H 3.94681 -2.12335 -1.20068
H 1.77639 -1.70655 -0.14713
H 0.95275 1.38053 -2.79998
Cl -2.30530 2.60626 -1.11943
C -0.98158 1.53195 -1.54148
H -0.08429 2.14128 -1.54368
H -1.18423 1.17568 -2.55405

Force components x, y, z for each atom (eV/Å):
Ir -1.04 0.77 -0.09
O -0.53 0.32 -0.06
N 0.25 0.00 0.13
N -0.23 -0.08 -0.25
O 0.04 0.00 0.32
C 0.38 0.01 -0.04
C -0.13 0.00 0.01
C 0.03 0.04 0.06
C 0.00 0.01 0.00
C 0.04 -0.03 -0.05
C -0.15 0.02 0.03
H 0.01 -0.01 -0.02
H -0.01 -0.01 -0.01
H 0.01 0.00 0.00
H 0.00 0.00 0.01
H 0.02 0.01 0.00
N 0.46 -0.19 -0.14
C 0.07 0.14 -0.02
C 0.02 0.18 0.05
C 0.09 0.17 -0.03
N -0.16 -0.27 -0.19
H -0.04 -0.03 0.07
H -0.05 -0.08 -0.02
H -0.09 -0.03 -0.04
H -0.01 -0.10 0.01
H -0.02 -0.05 -0.01
H 0.07 -0.03 0.01
H -0.06 -0.12 0.06
H -0.01 -0.05 -0.03
H -0.01 -0.12 -0.11
H -0.04 0.04 -0.01
C 0.10 0.01 0.01
C -0.34 -0.06 0.00
O 0.62 -0.04 0.15
C 0.04 0.12 -0.04
C 0.04 -0.03 0.05
C -0.04 -0.01 -0.02
C 0.04 -0.01 0.04
C 0.01 0.01 -0.01
C 0.03 -0.03 0.02
H 0.01 0.01 0.00
H 0.00 -0.02 0.02
H -0.01 0.00 0.00
H 0.00 -0.01 0.01
H 0.00 0.00 0.00
H -0.01 0.00 -0.01
H 0.00 0.01 -0.01
H 0.00 0.01 -0.02
O 0.03 -0.06 -0.09
C 0.04 0.03 0.10
N -0.21 -0.14 -0.02
C 0.06 0.01 0.07
O 0.01 0.03 -0.04
C 0.05 0.07 -0.08
C 0.00 -0.04 0.02
C 0.00 -0.03 0.02
C -0.17 0.02 -0.22
N 0.73 -0.72 0.32
C -0.13 0.05 0.01
H 0.00 0.02 0.03
H 0.02 0.00 0.01
H -0.02 0.03 -0.04
H 0.05 0.03 0.02
H -0.01 0.00 0.00
H 0.01 0.02 -0.01
H 0.04 0.01 0.00
H -0.01 0.00 0.06
Cl -0.20 0.05 0.08
C 0.40 -0.21 -0.02
H -0.10 0.19 0.00
H 0.03 0.16 -0.06

***

3.
Formula: C25H33ClN3O3S
Source: the OMol25 dataset
Level of theory: wB97M-V/def2-TZVPD

net charge = +1
highest occupied orbital energy = -0.404 hartree

CARTESIAN COORDINATES (ANGSTROEM)
C -0.87348 0.28832 1.85829
C 0.49142 0.85180 1.34137
N 0.85104 0.27885 0.01716
N 0.99671 1.21743 -0.98969
C 2.20307 1.54493 -1.58358
C 2.00657 2.52485 -2.49513
C 3.07311 3.19726 -3.33802
C 3.36588 2.31000 -4.56622
O 3.90196 1.26057 -4.42834
Cl 2.83836 2.92133 -6.16309
N 0.62903 2.79618 -2.51030
C 0.03668 3.81273 -3.41719
C -1.37843 3.49044 -3.99061
C -2.38018 4.62175 -3.57333
C -3.58509 4.15979 -2.74357
O -3.64603 4.47597 -1.58224
O -4.58286 3.44607 -3.34804
C -4.90322 2.21282 -2.68769
C -4.42317 0.99949 -3.53883
C 0.09083 2.01215 -1.59291
S -1.61382 1.92375 -1.09702
H -1.66974 1.03925 1.73818
H -1.20665 -0.59702 1.29300
H -0.83844 0.06287 2.93292
H 0.34968 1.93636 1.21383
H 1.25375 0.65319 2.10751
H 0.16953 -0.40657 -0.29294
H 3.13319 1.06386 -1.29601
H 3.95984 3.32722 -2.69995
H 2.75667 4.21849 -3.59996
H 0.10663 4.78268 -2.90746
H 0.72464 3.86923 -4.27465
H -1.28838 3.55288 -5.08595
H -1.72961 2.47759 -3.77211
H -2.79403 5.05855 -4.50121
H -1.92251 5.45601 -3.03120
H -4.51594 2.14151 -1.66198
H -5.99946 2.16231 -2.61834
H -3.68516 1.35818 -4.27448
H -4.01777 0.18300 -2.91784
H -5.28052 0.58799 -4.08844
H -2.12211 0.94718 -1.90520
C 1.75537 -2.48176 5.32686
C 0.48878 -2.50406 4.75853
C -0.63746 -2.41592 5.56640
C -0.49639 -2.29577 6.94245
C 0.77026 -2.26971 7.51016
C 1.89607 -2.36682 6.70326
H 2.63352 -2.55455 4.69660
H 0.37970 -2.59183 3.68353
H -1.62595 -2.44024 5.12361
H -1.37405 -2.22260 7.57228
H 0.88013 -2.17466 8.58309
H 2.88345 -2.35216 7.14722
C 0.67948 -5.06172 1.19434
C 0.98468 -6.41062 1.31105
C 2.30235 -6.81202 1.48355
C 3.31448 -5.86371 1.54880
C 3.00923 -4.51444 1.43570
C 1.69240 -4.11373 1.25420
H -0.34878 -4.74919 1.05685
H 0.19498 -7.15000 1.26705
H 2.54084 -7.86452 1.56827
H 4.34137 -6.17697 1.68818
H 3.79883 -3.77463 1.48847
H 1.45471 -3.05970 1.16078

Force components x, y, z for each atom (eV/Å):
C -0.09 0.44 0.00
C -1.28 0.01 0.45
N -0.12 -0.08 0.19
N 1.24 1.39 -1.67
C 0.68 -0.48 0.68
C 0.14 0.05 -0.07
C -0.94 0.61 0.02
C 0.58 -0.25 0.54
O -0.35 0.47 -0.46
Cl 0.10 -0.12 0.73
N 1.47 -0.18 -0.16
C -0.07 -0.40 -0.51
C 0.21 1.23 -0.04
C -1.32 -0.34 -1.05
C 0.25 0.82 0.97
O -0.09 -0.45 -0.27
O 1.44 -0.13 -0.06
C -0.84 -1.16 -0.10
C -0.32 0.49 0.04
C -2.82 -1.14 0.76
S -0.02 0.29 -0.01
H 0.30 -0.27 -0.04
H 0.28 0.11 0.34
H 0.14 -0.16 -0.40
H 0.42 -0.31 0.16
H 0.07 0.08 -0.63
H 0.06 0.07 0.08
H -0.34 0.08 -0.03
H -0.07 -0.41 -0.49
H 0.11 -0.44 -0.13
H -0.32 -0.32 -0.04
H -0.14 -0.13 0.44
H 0.05 -0.20 0.41
H 0.14 0.33 0.12
H 0.16 -0.17 0.33
H 0.01 -0.45 0.01
H 0.01 0.54 -0.30
H 0.39 0.20 0.10
H -0.16 -0.35 0.28
H -0.06 0.34 -0.23
H 0.40 0.06 0.01
H 0.68 0.28 0.05
C 0.02 0.03 -0.02
C -0.02 0.04 -0.02
C 0.01 0.04 -0.02
C -0.01 0.01 0.00
C 0.00 0.00 0.00
C -0.01 0.02 -0.01
H -0.02 -0.03 0.01
H 0.01 -0.07 0.02
H 0.01 -0.01 0.01
H 0.02 -0.01 -0.01
H 0.00 -0.01 -0.02
H -0.02 0.00 0.00
C 0.00 0.04 -0.01
C -0.01 -0.02 -0.01
C 0.00 0.02 0.01
C -0.01 -0.01 0.00
C 0.02 0.05 0.00
C -0.02 -0.03 0.01
H 0.01 -0.02 0.01
H 0.02 0.01 0.00
H -0.01 0.02 0.01
H -0.02 0.01 0.00
H -0.01 -0.02 0.00
H 0.02 0.00 0.01

***

no.,energy (Eh)
1,-1751.79588
2,-2241.08844
3,-2220.49839